{
  "formula": "C72H175N13O13",
  "method": "the ωB97M-V functional and the def2-TZVPD basis",
  "elements": ["C", "C", "C", "C", "C", "C", "N", "O", "C", "C", "C", "H", "H", "H", "H", "H", "H", "H", "H", "H", "H", "H", "H", "H", "H", "H", "H", "H", "H", "H", "C", "C", "C", "C", "C", "C", "N", "O", "C", "C", "C", "H", "H", "H", "H", "H", "H", "H", "H", "H", "H", "H", "H", "H", "H", "H", "H", "H", "H", "H", "C", "C", "C", "C", "C", "C", "N", "O", "C", "C", "C", "H", "H", "H", "H", "H", "H", "H", "H", "H", "H", "H", "H", "H", "H", "H", "H", "H", "H", "H", "C", "C", "C", "C", "C", "C", "N", "O", "C", "C", "C", "H", "H", "H", "H", "H", "H", "H", "H", "H", "H", "H", "H", "H", "H", "H", "H", "H", "H", "H", "C", "C", "C", "O", "C", "N", "H", "H", "H", "H", "H", "H", "H", "H", "H", "H", "H", "C", "C", "C", "O", "C", "N", "H", "H", "H", "H", "H", "H", "H", "H", "H", "H", "H", "C", "C", "C", "O", "C", "N", "H", "H", "H", "H", "H", "H", "H", "H", "H", "H", "H", "C", "C", "C", "O", "C", "N", "H", "H", "H", "H", "H", "H", "H", "H", "H", "H", "H", "C", "C", "C", "O", "C", "N", "H", "H", "H", "H", "H", "H", "H", "H", "H", "H", "H", "C", "C", "C", "O", "C", "N", "H", "H", "H", "H", "H", "H", "H", "H", "H", "H", "H", "C", "C", "C", "O", "C", "N", "H", "H", "H", "H", "H", "H", "H", "H", "H", "H", "H", "C", "C", "C", "O", "C", "N", "H", "H", "H", "H", "H", "H", "H", "H", "H", "H", "H", "C", "C", "C", "O", "C", "N", "H", "H", "H", "H", "H", "H", "H", "H", "H", "H", "H"],
  "xyz": [[14.1989, 11.2002, 17.6413], [13.8998, 10.6511, 16.2444], [12.4447, 10.8497, 15.9164], [11.9515, 12.2872, 15.7500], [12.8084, 12.9401, 14.5967], [14.3026, 12.7433, 14.6929], [14.6641, 11.3778, 15.1937], [16.0602, 11.1494, 15.2205], [14.8537, 12.9013, 13.2767], [14.8328, 13.8980, 15.6042], [14.2694, 9.1795, 16.0735], [13.7135, 12.1615, 17.7857], [15.2463, 11.3567, 17.8584], [13.8646, 10.5515, 18.4557], [12.1901, 10.3553, 14.9710], [11.9349, 10.3111, 16.7279], [12.0432, 12.8354, 16.7127], [10.9058, 12.4212, 15.4528], [12.5501, 14.0105, 14.5415], [12.4682, 12.4938, 13.6482], [14.7500, 13.9300, 12.9515], [15.9086, 12.7208, 13.1858], [14.3409, 12.2985, 12.5349], [14.2859, 13.9716, 16.5230], [15.8649, 13.5811, 15.8337], [14.8847, 14.8603, 15.1135], [14.1087, 8.8195, 15.0694], [13.7031, 8.4999, 16.7288], [15.2997, 8.9981, 16.3233], [16.3580, 11.4798, 16.0710], [15.8246, 21.3641, 12.4183], [17.2862, 21.3047, 12.9152], [18.0731, 20.6972, 11.7711], [19.5563, 20.7667, 11.9206], [19.9431, 22.2738, 12.0491], [19.3158, 22.9710, 13.2554], [17.8192, 22.6638, 13.1066], [17.0286, 23.3847, 14.0406], [19.8863, 22.5789, 14.6316], [19.4873, 24.4818, 13.0097], [17.3429, 20.4566, 14.2208], [15.8290, 21.9515, 11.4960], [15.0761, 21.8273, 13.0417], [15.5159, 20.3297, 12.1710], [17.6984, 19.6919, 11.5712], [17.7662, 21.2728, 10.8886], [20.0492, 20.3968, 11.0070], [19.9045, 20.1154, 12.7672], [19.5899, 22.7745, 11.1716], [21.0183, 22.3474, 12.0907], [19.7902, 21.5090, 14.8062], [20.9236, 22.8789, 14.7836], [19.2710, 23.1102, 15.4069], [19.1683, 25.1339, 13.8178], [20.5509, 24.6748, 12.8834], [18.9908, 24.8118, 12.0812], [17.0279, 21.0902, 15.0696], [18.3434, 20.1031, 14.4491], [16.7324, 19.5605, 14.1909], [16.5235, 23.9793, 13.4833], [9.3326, 13.3246, 18.7230], [9.6739, 14.0398, 20.0369], [8.7662, 15.2841, 20.1832], [8.8444, 15.8506, 21.6053], [8.3574, 14.7951, 22.6437], [9.1727, 13.5060, 22.5936], [9.2927, 13.1272, 21.1303], [9.9689, 11.8573, 21.0414], [10.6024, 13.7893, 23.1497], [8.4505, 12.3434, 23.2585], [11.1777, 14.4622, 20.0453], [8.2914, 12.9957, 18.7421], [9.9205, 12.4220, 18.6035], [9.5217, 13.9776, 17.8645], [9.0147, 16.0172, 19.4156], [7.7125, 15.0283, 19.9558], [8.2988, 16.7906, 21.6636], [9.8980, 16.1088, 21.7533], [7.2959, 14.4925, 22.4295], [8.3808, 15.2195, 23.6482], [11.3099, 13.0147, 22.8634], [10.9952, 14.7310, 22.7248], [10.6437, 13.9443, 24.2227], [7.5659, 11.9592, 22.7495], [9.1095, 11.4882, 23.3554], [8.1962, 12.5334, 24.3124], [11.5446, 14.5705, 19.0185], [11.7506, 13.6237, 20.4728], [11.3985, 15.3831, 20.5931], [9.2620, 11.2171, 20.8276], [13.0455, 20.0689, 18.8279], [13.4165, 18.6610, 18.3855], [14.1181, 18.8021, 17.0548], [14.6782, 17.4975, 16.4796], [15.6810, 17.0057, 17.5379], [15.1527, 16.8538, 18.9388], [14.4454, 18.1110, 19.3053], [13.9526, 17.9872, 20.6756], [14.2513, 15.5322, 19.1311], [16.3809, 16.7538, 19.8761], [12.1178, 17.7901, 18.3854], [12.5303, 20.1110, 19.7909], [12.3593, 20.5053, 18.0854], [13.9178, 20.7324, 18.8424], [13.4235, 19.2426, 16.3129], [15.0122, 19.4534, 17.1813], [15.1809, 17.6254, 15.5347], [13.8327, 16.8341, 16.2446], [16.4176, 17.8055, 17.6319], [16.2379, 16.1140, 17.2395], [14.9192, 14.6992, 18.9939], [13.6943, 15.4914, 20.0581], [13.5299, 15.4783, 18.3111], [17.0828, 16.0247, 19.4581], [16.8763, 17.7327, 19.9653], [16.1010, 16.3929, 20.8701], [12.2646, 16.8215, 17.9233], [11.3178, 18.2869, 17.8080], [11.7315, 17.6109, 19.3939], [14.2660, 18.8208, 21.0443], [10.5288, 21.5891, 15.0837], [11.7637, 21.8834, 14.2530], [11.4300, 22.5900, 12.9206], [12.6582, 23.0874, 12.4131], [12.7265, 23.2738, 11.0365], [12.6606, 22.7081, 15.0358], [10.0331, 22.5389, 15.2918], [10.8013, 21.1554, 16.0495], [9.8211, 20.9092, 14.5838], [12.2526, 20.9392, 14.0391], [10.6779, 23.3818, 13.0798], [11.0189, 21.8878, 12.1659], [13.5988, 23.9009, 10.7702], [11.7898, 23.7246, 10.6523], [12.8438, 22.2703, 10.6432], [13.4656, 22.9264, 14.4514], [12.9563, 22.2482, 15.8877], [9.5056, 21.8011, 20.8755], [8.8958, 20.4364, 20.7596], [8.8548, 20.0505, 19.2901], [8.2756, 18.7606, 19.1442], [8.2497, 18.2381, 17.8257], [9.5565, 19.4092, 21.6546], [10.5768, 21.7862, 20.6867], [9.4337, 22.1873, 21.8938], [9.0805, 22.5520, 20.2110], [7.8537, 20.4626, 21.1180], [9.8774, 20.0211, 18.8344], [8.2441, 20.7780, 18.7175], [9.2382, 18.1713, 17.3760], [7.6314, 18.8181, 17.1524], [7.7883, 17.2464, 17.8955], [9.3455, 18.4709, 21.3113], [10.5708, 19.4820, 21.4986], [17.2607, 13.5747, 21.4979], [18.3911, 12.9023, 20.7496], [18.0994, 11.4365, 20.5512], [19.0208, 10.9447, 19.6120], [18.9050, 9.5880, 19.2979], [18.4917, 13.5390, 19.4280], [17.1949, 13.1971, 22.5233], [16.2927, 13.3595, 21.0319], [17.4442, 14.6624, 21.5250], [19.3316, 13.0380, 21.3388], [17.0926, 11.1857, 20.1400], [18.2062, 10.9467, 21.5370], [19.6839, 9.3717, 18.5575], [17.9361, 9.3236, 18.8148], [18.9903, 8.9052, 20.1480], [19.4086, 13.3545, 19.0344], [18.4832, 14.5499, 19.6121], [11.3602, 24.8387, 18.9110], [12.3716, 23.7005, 18.9183], [13.5432, 24.0888, 18.0644], [14.4219, 22.9932, 17.9230], [15.5995, 23.2634, 17.1762], [12.6807, 23.2726, 20.2909], [11.7515, 25.7741, 19.3434], [10.4522, 24.6084, 19.5239], [11.0154, 25.1091, 17.9113], [11.8587, 22.8614, 18.4189], [14.1616, 24.9181, 18.4378], [13.2578, 24.3281, 17.0363], [16.3421, 23.7979, 17.7763], [15.4777, 23.8037, 16.2114], [16.0908, 22.3568, 16.8169], [13.4044, 22.5625, 20.2014], [13.1194, 24.0579, 20.7968], [17.0761, 16.4378, 13.0874], [17.9476, 16.3774, 11.8132], [18.0301, 14.9493, 11.3408], [19.0646, 14.9035, 10.3335], [19.4743, 13.5985, 9.9677], [17.3751, 17.2983, 10.8226], [17.3800, 15.7884, 13.9309], [16.0572, 16.1311, 12.8102], [17.0582, 17.4860, 13.4412], [18.9626, 16.7288, 12.0311], [17.0176, 14.7702, 10.9419], [18.2774, 14.2215, 12.1487], [20.3682, 13.6726, 9.3454], [18.6847, 13.0790, 9.4255], [19.7017, 12.9637, 10.8340], [17.9193, 17.2609, 9.9595], [16.4673, 16.8990, 10.5640], [10.4516, 16.2548, 15.1028], [9.9187, 17.4492, 14.2894], [10.8732, 17.9749, 13.1997], [12.0972, 18.2569, 13.8631], [13.2111, 18.6837, 13.0432], [8.6338, 17.2081, 13.5918], [11.5494, 16.2676, 15.0774], [10.1061, 15.3282, 14.6280], [10.0782, 16.2830, 16.1110], [9.6116, 18.2514, 14.9866], [10.3846, 18.8184, 12.6879], [11.0921, 17.1740, 12.4594], [13.9048, 17.8282, 12.9829], [13.6655, 19.5495, 13.5524], [12.9242, 18.9232, 12.0147], [7.8302, 17.0680, 14.1984], [8.5805, 16.4622, 12.8947], [18.8504, 20.9244, 18.1646], [19.3882, 19.6442, 18.7335], [20.6236, 19.2511, 17.9165], [20.4288, 19.1560, 16.5477], [19.9088, 17.9469, 16.0618], [19.7431, 19.7991, 20.1632], [18.5673, 20.8267, 17.1010], [19.6375, 21.6854, 18.2943], [18.0350, 21.1857, 18.8109], [18.6489, 18.8340, 18.6821], [21.0193, 18.3204, 18.3628], [21.3328, 20.0506, 18.0646], [18.8193, 17.9049, 16.2488], [20.3750, 17.0063, 16.3986], [19.9778, 18.0241, 14.9764], [20.2524, 18.9770, 20.4944], [20.4580, 20.5563, 20.1671], [16.5751, 13.3846, 25.5123], [15.1702, 13.0598, 25.1739], [14.5494, 14.1920, 24.3486], [14.3208, 15.2965, 25.1681], [13.6091, 16.3308, 24.4919], [15.1559, 11.7032, 24.5403], [17.2004, 13.4180, 24.6190], [17.0156, 12.6227, 26.1457], [16.6631, 14.3633, 25.9734], [14.5539, 12.9524, 26.0880], [13.5911, 13.8277, 23.9257], [15.2278, 14.4391, 23.4944], [14.2239, 16.6909, 23.6606], [13.5116, 17.1359, 25.2046], [12.6132, 16.0539, 24.1074], [15.7576, 11.6328, 23.7297], [14.2216, 11.3924, 24.3066], [15.9227, 21.6851, 21.2248], [16.3081, 20.9237, 22.5377], [15.0895, 20.6846, 23.4448], [14.0900, 19.9177, 22.7604], [12.8133, 19.8735, 23.4135], [17.0714, 19.6517, 22.3402], [15.0930, 21.1490, 20.7002], [16.7817, 21.6149, 20.5785], [15.6131, 22.7335, 21.3554], [16.9784, 21.5746, 23.1268], [14.6384, 21.6494, 23.7734], [15.4275, 20.1269, 24.3482], [12.8082, 19.4539, 24.4361], [12.1954, 19.2381, 22.7854], [12.4029, 20.8875, 23.4322], [16.4936, 18.9868, 21.8152], [17.9181, 19.8771, 21.8146]],
  "de_lowest_kcal_mol": 0.0,
  "total_energy_ha": -4537.9021,
  "e_lumo_ev": 0.5,
  "total_charge": 0,
  "largest_force_ev_per_a": 2.222,
  "e_homo_ev": -8.2
}